Record 1
Entry from the Open Molecules 2025 dataset: one molecule with the formula C4H4I2 at a distorted geometry (ωB97M-V/def2-TZVPD).

Values from the calculation:
Calculated total energy, hartree: -750.09787
Multiplicity: 1
Total charge: 0
Energy above the lowest of the compared OMol25 structures with the same formula, charge and spin, kJ/mol: 117.5
LUMO level, eV: 0.1

Element x y z (Å)
1 C 0.4323 0.1156 -1.1316
2 C 0.4361 -0.1072 1.1457
3 C -0.2444 0.7039 0.0412
4 C -0.2116 -0.7435 -0.0943
5 I -1.6488 2.3110 -0.0136
6 I -1.6389 -2.2388 0.0043
7 H -0.0948 0.0275 -2.0176
8 H 1.5641 -0.0143 -1.0523
9 H 1.5453 0.0717 1.1121
10 H -0.1394 -0.1259 2.0061



Record 2
Entry from the Open Molecules 2025 dataset: one molecule with the formula C2H4O2P2 at a distorted geometry (ωB97M-V/def2-TZVPD).

Values from the calculation:
Calculated total energy, hartree: -911.80464
Multiplicity: 1
Total charge: 0
Energy above the lowest of the compared OMol25 structures with the same formula, charge and spin, kJ/mol: 12.9
LUMO level, eV: -0.2

Element x y z (Å)
1 C -1.0635 -0.1086 -1.3034
2 C 1.3944 -0.1813 0.5035
3 O -0.3492 2.0671 0.5200
4 O -1.4508 -0.4977 1.0434
5 P -1.9972 -1.1106 -0.3395
6 P -0.2463 0.6646 0.1579
7 H -1.2148 0.2784 -2.2672
8 H 2.1810 0.5555 0.7567
9 H 1.0673 -0.8554 1.3585
10 H 1.6791 -0.8120 -0.4299



Record 3
Entry from the Open Molecules 2025 dataset: a 2-piece molecular cluster, C17H10Cl2N3O4 overall at a distorted geometry (ωB97M-V/def2-TZVPD).

Values from the calculation:
Calculated total energy, hartree: -2039.42304
Multiplicity: 1
Total charge: -1
Energy above the lowest of the compared OMol25 structures with the same formula, charge and spin, kJ/mol: 11.8
LUMO level, eV: -0.4

Element x y z (Å)
1 N -1.8350 -0.8474 3.3006
2 C -0.9177 -0.3146 2.8137
3 C 0.2525 0.3639 2.3701
4 C 0.2357 1.7142 2.1677
5 C -0.9877 2.4445 2.1586
6 N -1.9847 3.0613 2.1426
7 C 1.4647 2.4848 1.9229
8 O 1.4011 3.6688 1.5706
9 C 2.7514 1.7519 2.0826
10 Cl 4.1718 2.6258 1.7520
11 C 2.7739 0.4312 2.4128
12 Cl 4.2324 -0.4025 2.6682
13 C 1.5187 -0.3334 2.6639
14 O 1.5093 -1.4293 3.2099
15 C -3.4174 -3.6270 0.1123
16 C -2.1227 -3.2007 -0.5257
17 O -2.0765 -1.7563 -0.5181
18 C -0.8640 -1.2902 -0.9545
19 C -0.8554 0.1539 -1.0864
20 C 0.0992 0.8073 -1.8863
21 C 1.3135 0.1352 -2.2713
22 C 2.2352 0.7763 -3.0940
23 N 2.0435 2.0161 -3.5623
24 C 0.9167 2.6747 -3.2440
25 C -0.0802 2.1374 -2.4223
26 O 0.0604 -2.0829 -1.1649
27 H -3.5596 -4.7017 0.0077
28 H -3.4026 -3.4100 1.1826
29 H -4.2760 -3.1253 -0.3381
30 H -1.2706 -3.5837 0.0440
31 H -2.0455 -3.5821 -1.5544
32 H -1.7485 0.6640 -0.7514
33 H 1.4796 -0.8934 -1.9524
34 H 3.1610 0.2554 -3.3673
35 H 0.8161 3.6902 -3.6561
36 H -0.9928 2.7236 -2.2335



Record 4
Entry from the Open Molecules 2025 dataset: C44H36BrN4SSbSe4TeTi as an isolated structure at a distorted geometry (ωB97M-V/def2-TZVPD).

Values from the calculation:
Calculated total energy, hartree: -15852.82497
Multiplicity: 1
Total charge: -2
Energy above the lowest of the compared OMol25 structures with the same formula, charge and spin, kJ/mol: 726.2
LUMO level (alpha / beta), eV: 3.0 / 3.0

Element x y z (Å)
1 Ti 1.3306 0.5192 0.1250
2 C 0.1524 1.9477 -3.1286
3 C 1.3879 2.4302 -2.4570
4 C 2.3060 3.2172 -3.1259
5 C 3.4691 3.6122 -2.4508
6 C 3.6282 3.2684 -1.1351
7 C 2.6302 2.5158 -0.4817
8 N 1.5496 2.0625 -1.1866
9 C 2.6546 2.2998 0.9350
10 C 3.8089 2.5013 1.7176
11 C 3.7495 2.2930 3.0764
12 C 2.5261 1.9965 3.6837
13 C 1.3863 1.8901 2.8945
14 N 1.4677 1.9279 1.5319
15 C 0.0603 1.7488 3.5124
16 C -0.1259 2.1057 4.8484
17 C -1.3533 1.8665 5.4358
18 C -2.3410 1.2437 4.7017
19 C -2.0856 0.9233 3.3719
20 C -3.0696 0.0660 2.6475
21 N -0.9422 1.2430 2.7731
22 H 0.0783 2.3015 -4.1542
23 H 0.0935 0.8598 -3.1739
24 H -0.7413 2.2989 -2.6072
25 H 2.1148 3.5100 -4.1473
26 H 4.2184 4.2064 -2.9591
27 H 4.4922 3.6036 -0.5806
28 H 4.7452 2.7648 1.2427
29 H 4.6470 2.3580 3.6725
30 H 2.4925 1.7424 4.7317
31 H 0.6819 2.5325 5.4169
32 H -1.5187 2.1179 6.4698
33 H -3.2806 0.9465 5.1349
34 H -3.1308 -0.8864 3.1902
35 H -4.0561 0.5258 2.5992
36 H -2.7344 -0.1419 1.6171
37 Br 2.3033 -0.7211 -3.0277
38 C 3.1223 -2.1605 -2.0007
39 C 3.4592 -3.2690 -2.7306
40 C 4.0540 -4.3599 -2.0890
41 C 4.3208 -4.2807 -0.7536
42 C 4.0068 -3.1308 -0.0002
43 C 4.2951 -3.1033 1.3751
44 C 4.0225 -1.9879 2.1190
45 C 3.3813 -0.8961 1.5071
46 C 2.9676 -0.8739 0.1726
47 C 3.3520 -2.0099 -0.6141
48 H 3.2559 -3.3033 -3.7929
49 H 4.2906 -5.2439 -2.6648
50 H 4.7733 -5.1055 -0.2251
51 H 4.6259 -4.0088 1.8594
52 H 4.1544 -2.0014 3.1999
53 H 3.0342 -0.1153 2.2003
54 S -1.4557 2.3978 -0.5347
55 C -3.0107 2.5555 0.1028
56 N -3.9439 1.5467 -0.1108
57 C -5.2317 1.6539 0.3769
58 C -5.6258 2.7947 0.9933
59 C -4.7142 3.8495 1.1937
60 C -3.3949 3.7018 0.7570
61 H -3.6480 0.6576 -0.4978
62 H -5.8626 0.7963 0.2079
63 H -6.6448 2.8776 1.3418
64 H -5.0209 4.7526 1.6970
65 H -2.6643 4.4844 0.9272
66 Se 1.8830 -1.4306 4.9642
67 Sb 0.5267 -2.2033 3.0862
68 Se 0.0689 -1.0861 1.1470
69 Se 1.6470 -4.3604 3.1532
70 Se -1.3887 -2.7230 4.4846
71 Te -0.8924 -0.0866 -0.7243
72 C -1.1321 -2.5526 -1.1833
73 C -2.4125 -2.9505 -0.7844
74 C -2.8901 -4.2216 -1.0198
75 C -2.0806 -5.1410 -1.6634
76 C -0.7885 -4.7920 -2.0119
77 C -0.3084 -3.5206 -1.7523
78 C -1.6805 -0.0576 -2.6450
79 C -2.6301 0.8954 -2.8931
80 C -3.2032 1.0363 -4.1404
81 C -2.8442 0.1685 -5.1546
82 C -1.9106 -0.8235 -4.9065
83 C -1.3312 -0.9283 -3.6579
84 H -3.0395 -2.2250 -0.2427
85 H -3.8841 -4.4897 -0.6931
86 H -2.4538 -6.1352 -1.8721
87 H -0.1378 -5.5144 -2.4846
88 H 0.7250 -3.2778 -1.9961
89 H -2.9205 1.6051 -2.1307
90 H -3.9270 1.8323 -4.3050
91 H -3.2813 0.2805 -6.1404
92 H -1.6241 -1.5226 -5.6863
93 H -0.5812 -1.6940 -3.4749



Record 5
Entry from the Open Molecules 2025 dataset: C4H7NO2S as an isolated structure at a distorted geometry (ωB97M-V/def2-TZVPD).

Values from the calculation:
Calculated total energy, hartree: -759.79281
Multiplicity: 1
Total charge: 0
Energy above the lowest of the compared OMol25 structures with the same formula, charge and spin, kJ/mol: 745.0
LUMO level, eV: -0.2

Element x y z (Å)
1 C -2.7926 -0.5657 0.8931
2 C -2.2639 -0.5289 -0.5431
3 C 0.0284 -0.0196 0.0325
4 C 1.4556 -0.7342 -0.3146
5 H -2.8146 0.4627 1.5833
6 H -2.1615 -1.3931 1.2991
7 H -3.9839 -1.1569 1.0565
8 H -2.2727 0.4822 -1.0725
9 H -2.7617 -1.4680 -0.9874
10 H 1.4747 -1.6388 -1.0911
11 H -0.3790 3.0322 -0.4125
12 N 0.2208 1.2480 0.0961
13 O -0.7837 -1.0113 -0.5340
14 O -0.8809 1.9655 -0.2151
15 S 2.8816 -0.2250 0.2836



Record 6
Entry from the Open Molecules 2025 dataset: an isolated ion of composition C7H11N2O and charge +1 at a distorted geometry (ωB97M-V/def2-TZVPD).

Values from the calculation:
Calculated total energy, hartree: -457.74665
Multiplicity: 1
Total charge: +1
Energy above the lowest of the compared OMol25 structures with the same formula, charge and spin, kJ/mol: 242.5
LUMO level, eV: -3.7

Element x y z (Å)
1 C 1.9133 1.2582 -0.1521
2 C 2.1249 -0.0852 -0.1930
3 C 0.7354 1.8028 0.0760
4 C 0.9998 -0.8792 -0.0297
5 C -0.3186 -0.2590 -0.0670
6 C 1.0145 -2.4593 0.1507
7 C -1.6273 1.9779 -0.0404
8 N -0.4263 1.0942 0.0581
9 N -1.3684 -1.1134 0.0533
10 O -2.6850 -0.6000 -0.0780
11 H 2.7381 1.9546 -0.1494
12 H 3.2134 -0.4790 -0.1212
13 H 0.5595 2.8703 0.0739
14 H 0.5639 -2.9192 -0.6943
15 H 0.5627 -2.7232 1.0837
16 H 2.0710 -2.8658 0.2393
17 H -2.0080 1.7175 -1.0515
18 H -2.3578 1.6889 0.7643
19 H -1.3496 3.0490 -0.1747
20 H -1.0105 -2.0902 -0.2780
21 H -3.3451 -0.9399 0.5298